[1]
Below is C23H20Cl3CuGeO4 as an isolated structure, with properties calculated with ωB97M-V/def2-TZVPD.

As for the charge: -2. The value obtained for the gap between HOMO and LUMO is 3.8 eV. The multiplicity is 1. The value obtained for the maximum force is 0.0952 Eh/bohr. The LUMO energy comes out at 0.15776 Ha.

Each line ends with the Löwdin charge.
CARTESIAN COORDINATES (ANGSTROEM)
Cu 0.000 0.000 0.000  0.02
O -1.352 2.752 1.172  0.00
C -2.015 1.732 1.269  -0.65
O -1.627 0.618 0.633  -0.22
C -3.275 1.722 2.062  -0.20
C -3.936 0.338 2.054  -0.27
Ge -2.920 -1.033 3.047  1.00
C -4.114 -2.500 2.729  -0.28
C -4.220 -2.945 1.401  -0.09
C -5.064 -4.004 1.074  -0.09
C -5.809 -4.628 2.074  -0.12
C -5.707 -4.191 3.402  -0.11
C -4.858 -3.123 3.732  -0.10
C -2.520 -0.148 4.716  -0.28
C -1.223 0.355 4.906  -0.08
C -0.896 1.050 6.072  -0.08
C -1.866 1.250 7.056  -0.11
C -3.163 0.757 6.871  -0.11
C -3.494 0.062 5.698  -0.11
C -1.292 -2.030 2.668  -0.26
C -0.726 -2.746 3.736  -0.13
C 0.437 -3.497 3.556  -0.11
C 1.043 -3.551 2.301  -0.10
C 0.479 -2.860 1.225  -0.08
C -0.687 -2.105 1.403  -0.13
H -3.972 2.459 1.607  0.11
H -3.069 2.038 3.107  0.11
H -4.146 0.004 1.016  0.08
H -4.909 0.438 2.581  0.07
H -3.647 -2.467 0.615  0.11
H -5.137 -4.335 0.045  0.09
H -6.463 -5.451 1.817  0.08
H -6.287 -4.681 4.171  0.08
H -4.783 -2.790 4.758  0.08
H -0.464 0.222 4.145  0.12
H 0.106 1.438 6.207  0.10
H -1.612 1.794 7.957  0.09
H -3.913 0.923 7.632  0.08
H -4.501 -0.304 5.556  0.09
H -1.184 -2.718 4.717  0.09
H 0.866 -4.037 4.390  0.08
H 1.944 -4.135 2.161  0.09
H 0.943 -2.916 0.249  0.09
H -1.109 -1.614 0.548  0.03
Cl 5.046 1.982 0.898  0.50
C 3.839 0.762 1.446  -1.43
Cl 3.502 1.077 3.190  0.51
Cl 4.602 -0.865 1.292  0.51
C 2.499 0.804 0.627  -0.78
O 2.407 1.663 -0.305  -0.07
O 1.605 -0.037 0.968  -0.17
H 0.276 -0.611 -1.514  -0.07



[2]
Below is C23H20ClIPSc as an isolated structure, with properties calculated with ωB97M-V/def2-TZVPD.

The value obtained for the gap between HOMO and LUMO is 8.1 eV. The multiplicity is 1. The value obtained for the maximum force is 0.1298 Eh/bohr. The LUMO energy comes out at -0.00759 Ha.

Each line ends with the Löwdin charge.
CARTESIAN COORDINATES (ANGSTROEM)
C 1.185 4.006 0.599  -0.24
C 0.630 3.292 -0.506  -0.20
C -0.772 3.150 -0.257  -0.19
H 1.168 2.949 -1.371  0.10
C -1.047 3.765 0.992  -0.20
C 0.154 4.324 1.509  -0.14
H 0.268 4.818 2.457  0.12
H 2.232 4.211 0.740  0.07
H -1.492 2.671 -0.897  0.11
H -2.000 3.765 1.492  0.11
Sc 0.353 2.042 1.261  0.03
Cl -0.920 1.312 3.116  0.09
P 0.070 -0.017 0.318  0.98
C -1.578 -0.241 -0.462  -0.35
C -1.743 -0.810 -1.724  -0.09
H -0.881 -1.109 -2.301  0.10
C -3.014 -0.997 -2.248  -0.07
H -3.127 -1.435 -3.231  0.11
C -4.133 -0.627 -1.517  -0.08
H -5.123 -0.774 -1.927  0.10
C -3.975 -0.074 -0.253  -0.07
H -4.843 0.206 0.329  0.11
C -2.708 0.121 0.272  -0.10
H -2.588 0.543 1.260  0.05
C 1.263 -0.293 -1.038  -0.35
C 1.247 0.524 -2.169  -0.12
H 0.466 1.262 -2.293  0.10
C 2.213 0.383 -3.151  -0.07
H 2.183 1.014 -4.030  0.11
C 3.218 -0.566 -3.008  -0.07
H 3.976 -0.672 -3.772  0.11
C 3.246 -1.372 -1.880  -0.06
H 4.028 -2.109 -1.759  0.11
C 2.274 -1.239 -0.900  -0.07
H 2.305 -1.867 -0.022  0.10
C 0.231 -1.527 1.346  -0.35
C -0.416 -2.699 0.954  -0.07
H -1.045 -2.707 0.076  0.10
C -0.264 -3.862 1.692  -0.07
H -0.773 -4.764 1.380  0.10
C 0.529 -3.865 2.831  -0.08
H 0.644 -4.772 3.410  0.10
C 1.170 -2.700 3.226  -0.06
H 1.784 -2.692 4.116  0.11
C 1.022 -1.533 2.491  -0.13
H 1.520 -0.631 2.802  -0.01
I 3.065 1.600 2.050  0.24



[3]
Below is a 2-piece molecular cluster, C23H20ClN2O6S overall, with properties calculated with ωB97M-V/def2-TZVPD.

As for the charge: -1. The value obtained for the gap between HOMO and LUMO is 5.8 eV. The multiplicity is 1. The relative energy (zero: lowest compared OMol25 entry of this formula, charge and spin) is 0.00 kcal per mole. The value obtained for the maximum force is 0.0591 Eh/bohr. The LUMO energy comes out at 0.06383 Ha.

Each line ends with the Löwdin charge.
CARTESIAN COORDINATES (ANGSTROEM)
C 3.925 -0.994 -1.552  -0.07
C 3.591 0.463 -1.388  -0.22
O 2.163 0.555 -1.175  0.00
C 1.782 1.807 -0.862  -0.45
C 0.295 1.952 -0.814  -0.03
C -0.572 0.939 -0.596  0.03
C -1.985 1.101 -0.877  -0.16
C -2.433 1.982 -1.895  -0.01
C -3.782 2.278 -2.038  -0.02
C -4.727 1.683 -1.190  -0.24
C -6.113 2.055 -1.295  -0.19
N -7.230 2.394 -1.393  0.13
C -4.313 0.708 -0.270  -0.01
C -2.964 0.400 -0.141  0.02
C -0.128 3.398 -0.877  -0.46
O -0.894 3.940 -0.103  0.12
O 0.493 4.050 -1.883  -0.01
C 0.180 5.464 -1.937  -0.22
C 0.936 6.033 -3.107  -0.08
O 2.560 2.712 -0.640  0.11
H 5.011 -1.097 -1.590  0.07
H 3.555 -1.589 -0.710  0.08
H 3.508 -1.395 -2.481  0.08
H 4.112 0.906 -0.529  0.13
H 3.841 1.031 -2.297  0.13
H -0.226 -0.034 -0.243  0.06
H -1.708 2.428 -2.576  0.12
H -4.111 2.988 -2.800  0.12
H -5.058 0.194 0.344  0.12
H -2.628 -0.364 0.565  0.11
H -0.905 5.602 -2.074  0.13
H 0.502 5.933 -0.994  0.13
H 0.785 7.115 -3.148  0.07
H 2.011 5.847 -3.018  0.08
H 0.586 5.613 -4.056  0.08
N 2.155 -8.623 4.125  0.13
C 1.806 -7.550 3.818  -0.19
C 1.328 -6.256 3.408  -0.25
C 0.661 -6.133 2.183  -0.03
C 0.067 -4.924 1.821  -0.05
C 0.150 -3.814 2.670  -0.25
S -0.778 -2.307 2.246  0.54
C 0.243 -1.174 1.361  -0.86
Cl 0.964 0.075 2.239  0.56
O -1.798 -2.798 1.338  -0.37
O -1.165 -1.703 3.500  -0.37
C 0.862 -3.918 3.873  -0.04
C 1.462 -5.131 4.233  -0.03
H 0.580 -6.999 1.520  0.12
H -0.496 -4.866 0.888  0.11
H 0.955 -1.701 0.704  0.02
H 0.925 -3.060 4.544  0.12
H 2.021 -5.214 5.169  0.12



[4]
Below is C23H20ClN6O9PRhS2 as an isolated structure, with properties calculated with ωB97M-V/def2-TZVPD.

As for the charge: -1. The value obtained for the gap between HOMO and LUMO (spin up / spin down) is 6.5 / 6.5 eV. The multiplicity is 1. The relative energy (zero: lowest compared OMol25 entry of this formula, charge and spin) is 38.11 kcal per mole. The value obtained for the maximum force is 0.0880 Eh/bohr. The LUMO energy (spin up / spin down) comes out at 0.03158 / 0.03137 Ha.

Each line ends with the Löwdin charge.
CARTESIAN COORDINATES (ANGSTROEM)
Rh -0.110 -0.435 -0.319  0.67
O -3.295 -0.566 4.783  0.11
C -2.911 0.675 4.601  -0.53
O -3.106 1.534 5.432  0.05
C -2.217 0.990 3.320  -0.04
C -1.749 2.248 2.946  -0.57
Cl -1.746 3.706 3.803  0.82
N -1.172 2.145 1.729  -0.06
N -1.231 0.882 1.304  0.08
C -1.866 0.167 2.220  -0.10
C -2.212 -1.271 1.866  -0.58
O -2.761 -1.973 2.732  0.04
O -1.976 -1.598 0.688  -0.08
C -0.671 3.172 0.899  -0.23
C 0.524 2.967 0.227  -0.07
C 1.021 3.960 -0.595  -0.07
C 0.313 5.135 -0.771  -0.08
C -0.907 5.310 -0.140  -0.08
C -1.400 4.341 0.714  -0.05
H -3.098 -1.193 3.987  0.06
H 1.068 2.042 0.340  0.05
H 1.962 3.814 -1.099  0.12
H 0.704 5.907 -1.414  0.10
H -1.494 6.196 -0.332  0.10
H -2.356 4.480 1.197  0.10
S 1.744 0.195 -2.036  0.74
C 0.518 1.073 -2.846  -1.12
S -0.962 1.291 -2.010  0.73
C 0.729 1.605 -4.113  -0.40
C 1.916 1.388 -4.826  -0.27
N 2.859 1.241 -5.469  0.14
C -0.244 2.361 -4.779  -0.27
N -1.013 2.987 -5.363  0.14
C -2.966 -2.925 -1.834  -0.11
O -1.610 -3.287 -2.050  -0.28
P -0.445 -2.149 -2.041  0.75
O 0.755 -3.136 -2.451  -0.30
C 1.568 -3.800 -1.500  -0.10
O -0.657 -1.430 -3.473  -0.37
C -0.682 -2.189 -4.671  -0.09
H -3.567 -3.749 -2.224  0.09
H -3.216 -2.004 -2.368  0.09
H -3.147 -2.783 -0.768  0.07
H 2.585 -3.802 -1.897  0.09
H 1.217 -4.825 -1.371  0.09
H 1.546 -3.294 -0.535  0.06
H -1.115 -1.549 -5.438  0.10
H -1.284 -3.090 -4.548  0.08
H 0.331 -2.472 -4.956  0.09
C 2.078 -3.104 3.330  -0.02
N 2.380 -1.826 2.742  -0.07
C 3.354 -0.999 3.199  -0.07
C 3.624 0.158 2.578  0.01
C 2.850 0.579 1.410  -0.53
O 3.107 1.603 0.801  0.00
N 1.810 -0.250 1.083  0.08
C 1.608 -1.431 1.661  -0.55
O 0.746 -2.212 1.234  -0.04
H 2.721 -3.275 4.189  0.09
H 2.230 -3.895 2.594  0.09
H 1.032 -3.132 3.635  0.10
H 3.888 -1.329 4.080  0.12
H 4.398 0.826 2.913  0.10



The evaluated total energy for the records listed, in turn: -6287.3682, -2748.5300, -2307.7876, -3602.8285 a.u..